Molecular formula: C6H14O
Method: DFT, wB97M-V/def2-TZVPD

Geometry as XYZ:
```
21
Properties=species:S:1:pos:R:3
C 1.96 -0.38 0.43
C 0.55 -0.98 0.34
C 0.61 -2.37 -0.29
C -0.42 -0.09 -0.45
C -0.77 1.23 0.19
C -1.86 2.03 -0.47
O -1.00 1.11 1.60
H 2.63 -1.04 0.99
H 1.98 0.59 0.94
H 2.39 -0.25 -0.57
H 0.15 -1.07 1.36
H 1.29 -3.03 0.27
H 0.98 -2.31 -1.32
H -0.38 -2.84 -0.31
H -1.35 -0.66 -0.63
H 0.00 0.17 -1.42
H 0.16 1.88 0.15
H -2.81 1.48 -0.52
H -1.52 2.27 -1.48
H -2.03 2.95 0.10
H -0.21 1.67 1.63
```

Values from the calculation:
SMILES: CC(C)C[C@@H](C)O
Kohn-Sham gap in eV: 11.156
LUMO in eV: 0.9
Total charge: 0
Energy above the lowest of the compared OMol25 structures with the same formula, charge and spin in kJ/mol: 94.1

Molecular formula: C6H14O
Method: DFT, wB97M-V/def2-TZVPD

Geometry as XYZ:
```
21
Properties=species:S:1:pos:R:3
C -2.15 -0.18 -1.24
C -1.09 -0.43 -0.16
C -1.68 -0.24 1.24
C 0.15 0.48 -0.36
C 1.48 -0.20 -0.06
C 2.63 0.80 0.00
O 1.35 -0.89 1.19
H -3.03 -0.80 -1.06
H -1.76 -0.41 -2.24
H -2.47 0.87 -1.23
H -0.75 -1.47 -0.25
H -2.48 -0.96 1.43
H -2.10 0.77 1.34
H -0.91 -0.37 2.00
H 0.05 1.38 0.26
H 0.20 0.83 -1.40
H 1.67 -0.94 -0.85
H 2.47 1.48 0.85
H 2.69 1.39 -0.92
H 3.59 0.29 0.15
H 2.16 -1.40 1.32
```

Values from the calculation:
SMILES: CC(C)C[C@@H](C)O
Kohn-Sham gap in eV: 11.200
LUMO in eV: 0.9
Total charge: 0
Energy above the lowest of the compared OMol25 structures with the same formula, charge and spin in kJ/mol: 20.4

Molecular formula: C6H14O2
Method: DFT, wB97M-V/def2-TZVPD

Geometry as XYZ:
```
22
Properties=species:S:1:pos:R:3
C 0.48 -0.01 1.05
C -1.55 0.57 -0.40
C 0.29 0.68 -0.21
C -2.06 -0.67 -1.10
C 0.97 0.15 -1.46
C 2.29 0.21 1.30
O 0.20 -1.37 1.04
O -2.26 0.79 0.81
H 0.41 -1.74 1.91
H -2.24 -0.05 1.30
H 0.04 0.49 1.91
H -1.73 1.45 -1.02
H 0.44 1.76 -0.09
H -1.61 -0.79 -2.09
H -3.15 -0.63 -1.24
H -1.87 -1.58 -0.52
H 0.48 0.54 -2.35
H 2.02 0.47 -1.49
H 0.94 -0.94 -1.50
H 2.81 -0.56 0.72
H 2.43 0.02 2.37
H 2.66 1.21 1.06
```

Values from the calculation:
SMILES: C[C@H]([C@H](C)O)[C@@H](C)O
Kohn-Sham gap in eV: 9.185
LUMO in eV: 0.7
Total charge: 0
Energy above the lowest of the compared OMol25 structures with the same formula, charge and spin in kJ/mol: 231.2

Molecular formula: C6H14O2
Method: DFT, wB97M-V/def2-TZVPD

Geometry as XYZ:
```
22
Properties=species:S:1:pos:R:3
C 0.04 1.07 1.07
C -0.19 0.10 -0.02
C 0.82 -0.96 -0.20
C -2.92 -0.34 -2.68
C -1.68 -0.61 -1.91
C -1.31 0.18 -0.86
H -0.82 1.72 1.20
H 0.32 0.55 2.00
H 0.90 1.74 0.87
H 1.82 -0.55 -0.35
H 0.93 -1.59 0.70
H -3.35 0.60 -2.28
H -3.67 -1.12 -2.54
H -2.77 -0.17 -3.75
H -1.10 -1.48 -2.15
H -2.01 1.00 -0.69
H 0.52 -1.59 -1.04
H 3.49 -1.30 2.44
O 2.74 -0.86 2.02
H 2.68 0.33 2.37
H 3.11 1.83 3.19
O 2.46 1.47 2.59
```

Values from the calculation:
Kohn-Sham gap in eV: 4.678
LUMO in eV: -2.6
Total charge: 0
Energy above the lowest of the compared OMol25 structures with the same formula, charge and spin in kJ/mol: 442.4

Molecular formula: C6H14O2
Method: DFT, wB97M-V/def2-TZVPD

Geometry as XYZ:
```
22
Properties=species:S:1:pos:R:3
C 1.33 -0.31 -2.01
C 0.58 0.63 -1.12
C 1.12 1.83 -0.71
C -3.18 0.86 -0.32
C -1.76 1.17 -0.39
C -0.77 0.30 -0.80
H 1.87 -1.10 -1.48
H 0.63 -0.79 -2.68
H 2.02 0.26 -2.62
H 2.14 2.15 -0.87
H 0.53 2.56 -0.16
H -3.42 -0.14 -0.66
H -3.70 1.60 -0.95
H -3.64 1.01 0.66
H -1.49 2.21 -0.17
H -1.05 -0.73 -0.90
H -0.55 -2.92 2.09
H 0.92 -2.42 2.19
O 0.17 -2.76 2.70
H 1.34 -0.15 1.09
H 2.21 -0.28 2.33
O 1.98 -0.73 1.51
```

Values from the calculation:
Kohn-Sham gap (spin up / spin down) in eV: 8.261 / 5.715
Multiplicity: 2
LUMO (spin up / spin down) in eV: -5.4 / -7.9
<S²>: 0.78
Total charge: +1
Energy above the lowest of the compared OMol25 structures with the same formula, charge and spin in kJ/mol: 55.2

Molecular formula: C6H14O3
Method: DFT, wB97M-V/def2-TZVPD

Geometry as XYZ:
```
23
Properties=species:S:1:pos:R:3
C 0.35 -0.44 0.82
C -0.56 -0.22 -0.31
C 1.91 -0.07 0.17
C -3.04 0.11 0.19
C -0.43 -1.14 -1.51
C 2.03 1.32 -0.45
O -1.90 -0.64 0.48
O 0.16 0.45 1.87
O 2.78 -0.22 1.26
H -0.62 0.14 2.36
H 2.48 0.39 1.95
H 0.40 -1.49 1.14
H -0.65 0.84 -0.58
H 2.17 -0.85 -0.54
H -3.82 -0.17 0.90
H -2.84 1.19 0.29
H -3.42 -0.08 -0.83
H -0.29 -2.17 -1.18
H -1.34 -1.08 -2.10
H 0.42 -0.85 -2.12
H 1.53 1.37 -1.41
H 1.60 2.06 0.22
H 3.08 1.56 -0.60
```

Values from the calculation:
SMILES: CO[C@H](C)[C@H](O)[C@@H](C)O
Kohn-Sham gap in eV: 10.312
LUMO in eV: 0.9
Total charge: 0
Energy above the lowest of the compared OMol25 structures with the same formula, charge and spin in kJ/mol: 187.2

Molecular formula: C6H14O3Si
Method: DFT, wB97M-V/def2-TZVPD

Geometry as XYZ:
```
24
Properties=species:S:1:pos:R:3
C 0.16 0.73 -1.89
C 0.03 -0.22 -0.95
C 1.84 -1.54 -1.63
C -0.82 2.28 1.07
C 1.22 0.04 1.67
C -0.84 -0.05 0.36
O 0.73 -1.39 -0.78
O -1.43 1.27 0.37
O -0.18 -0.24 1.56
Si -2.23 -1.38 0.33
H 0.89 0.76 -2.63
H -0.52 1.63 -1.85
H 2.27 -2.46 -1.18
H 2.39 -0.70 -1.51
H 1.57 -1.71 -2.71
H 0.17 2.03 1.21
H -1.44 2.40 1.93
H -0.84 3.13 0.42
H 1.38 1.05 2.04
H 1.79 -0.11 0.69
H 1.48 -0.63 2.58
H -3.29 -0.64 1.01
H -2.24 -1.57 -1.20
H -2.11 -2.66 1.09
```

Values from the calculation:
Kohn-Sham gap (spin up / spin down) in eV: 5.656 / 7.001
Multiplicity: 3
LUMO (spin up / spin down) in eV: 0.8 / -1.9
<S²>: 2.01
Total charge: 0

Molecular formula: C6H15AsN3PdS4
Method: DFT, wB97M-V/def2-TZVPD

Geometry as XYZ:
```
30
Properties=species:S:1:pos:R:3
Pd 1.14 0.19 -0.75
C 0.29 -1.31 1.81
C -0.18 -2.18 0.62
N -0.89 -1.42 -0.39
C -2.09 -0.69 -0.07
C -2.06 0.72 -0.69
N -0.79 1.42 -0.53
C -0.51 2.10 0.72
C -0.18 1.13 1.86
N 0.73 0.05 1.45
H -0.51 -1.23 2.54
H 1.11 -1.84 2.30
H 0.71 -2.58 0.12
H -0.75 -3.02 1.03
H -0.90 -1.87 -1.29
H -3.00 -1.19 -0.43
H -2.20 -0.63 1.01
H -2.21 0.62 -1.77
H -2.90 1.30 -0.29
H -0.62 2.03 -1.32
H 0.36 2.74 0.54
H -1.34 2.75 1.04
H 0.22 1.69 2.70
H -1.11 0.67 2.21
H 1.69 0.23 1.72
S 4.10 1.98 -3.49
As 3.36 0.08 -3.00
S 1.10 0.15 -2.96
S 3.35 -0.23 -0.75
S 4.07 -1.64 -3.96
```

Values from the calculation:
Kohn-Sham gap in eV: 5.763
LUMO in eV: 2.3
Total charge: -1

Molecular formula: C6H15B
Method: DFT, wB97M-V/def2-TZVPD

Geometry as XYZ:
```
22
Properties=species:S:1:pos:R:3
B -2.06 0.18 1.54
C 2.07 -0.43 -0.33
C 1.04 1.51 0.72
C -0.97 0.62 -1.36
C -0.93 -1.67 -0.38
C 0.81 0.03 0.49
C -0.52 -0.23 -0.26
H -3.07 0.05 1.20
H -1.56 0.06 2.56
H 2.82 -1.05 0.25
H 1.84 -1.04 -1.16
H 2.61 0.52 -0.62
H 1.91 1.55 1.46
H 1.37 2.10 -0.15
H 0.11 1.94 0.98
H -0.34 0.31 -2.18
H -0.79 1.74 -1.30
H -2.01 0.55 -1.67
H -1.97 -1.71 -0.63
H -0.78 -2.13 0.60
H -0.39 -2.33 -1.17
H 0.82 -0.56 1.41
```

Values from the calculation:
Kohn-Sham gap in eV: 7.396
LUMO in eV: 0.0
Total charge: 0
Energy above the lowest of the compared OMol25 structures with the same formula, charge and spin in kJ/mol: 415.9

Molecular formula: C6H15BrN2O
Method: DFT, wB97M-V/def2-TZVPD

Geometry as XYZ:
```
25
Properties=species:S:1:pos:R:3
C -1.66 1.56 -1.47
C 1.95 -2.80 0.38
C 2.49 0.01 0.91
C -3.40 1.70 1.04
C 1.39 0.19 -1.17
C -1.35 1.05 -0.05
N 2.47 -1.84 -0.56
N 2.07 -0.52 -0.37
O -1.97 1.77 1.00
Br -1.76 -0.86 0.15
H -0.86 1.18 -2.09
H -2.67 1.17 -1.85
H -1.62 2.62 -1.40
H 2.00 -3.83 -0.10
H 2.48 -2.66 1.43
H 0.80 -2.71 0.56
H 3.40 -0.65 1.27
H 2.86 0.98 0.90
H 1.63 0.01 1.63
H -3.81 2.43 0.26
H -3.64 1.85 2.09
H -3.50 0.63 0.79
H -0.28 1.25 -0.04
H 0.87 -0.45 -1.91
H 2.12 -2.09 -1.42
```

Values from the calculation:
Kohn-Sham gap in eV: 8.944
LUMO in eV: 0.7
Total charge: 0
Energy above the lowest of the compared OMol25 structures with the same formula, charge and spin in kJ/mol: 279.1

Q: Which value of total charge does entry 6 give?
A: 0

Q: Which of these has the highest total charge?
A: number 5